# 1
{
  "formula": "C8H51I2NO20SSi",
  "method": "ωB97M-V/def2-TZVPD",
  "homo_lumo_gap_ev": 8.40,
  "total_energy_ev": -86476.161,
  "elements": ["C", "C", "O", "C", "Si", "C", "N", "C", "S", "C", "I", "C", "C", "I", "H", "H", "H", "H", "H", "H", "H", "H", "H", "H", "H", "H", "H", "O", "H", "H", "O", "H", "H", "O", "H", "H", "O", "H", "H", "O", "H", "H", "O", "H", "H", "O", "H", "H", "O", "H", "H", "O", "H", "H", "O", "H", "H", "O", "H", "H", "O", "H", "H", "O", "H", "H", "O", "H", "H", "O", "H", "H", "O", "H", "H", "O", "H", "H", "O", "H", "H", "O", "H", "H"],
  "xyz": [[4.3033, -0.2819, 1.0730], [3.3039, 0.7356, 0.3013], [2.7099, -0.0301, -0.7825], [1.3634, 0.4399, -1.0652], [0.0001, -0.5534, -0.1537], [0.0872, 0.0078, 1.7056], [-1.6291, -0.0285, -0.7409], [-1.7147, 1.2551, -0.5479], [-1.7562, 2.9190, -0.7743], [0.2589, -2.4472, -0.1345], [-0.1602, -3.5332, 1.7436], [0.7113, -3.2473, -1.2190], [1.0280, -2.5658, -2.6310], [0.9843, -5.3993, -1.0739], [4.6117, -1.0609, 0.2776], [5.2549, 0.2212, 1.4551], [3.7763, -0.8764, 1.8998], [3.9166, 1.6465, -0.0640], [2.5376, 1.1492, 1.0521], [1.1935, 1.5541, -0.8646], [1.1964, 0.2789, -2.1998], [-0.0315, 1.1435, 1.7544], [-0.6427, -0.5740, 2.3688], [1.1455, -0.2553, 2.0674], [2.0267, -1.9879, -2.5246], [0.1851, -1.9260, -3.0577], [1.2418, -3.3791, -3.4214], [-0.8129, 4.8322, 1.8806], [-1.3297, 4.2182, 1.3414], [-1.0320, 5.7039, 1.5178], [-2.0956, -2.1562, 4.7108], [-2.9604, -1.7792, 4.4919], [-1.7926, -2.5415, 3.8783], [3.7648, -8.0937, -1.6711], [4.1771, -7.5763, -2.3740], [3.0981, -7.4995, -1.3040], [6.4681, -0.1093, -0.9550], [5.7001, 0.2713, -1.4000], [7.0460, 0.6478, -0.7977], [5.8345, -10.2208, -0.2489], [5.0642, -9.8395, -0.6898], [6.4056, -9.4606, -0.0809], [0.7625, 5.8917, -0.4404], [1.1667, 5.4646, 0.3264], [0.3404, 5.1650, -0.9171], [-4.4107, -0.6084, -3.0530], [-3.8598, -0.1436, -3.6967], [-3.7862, -0.8838, -2.3652], [-4.1111, 1.2533, 1.4538], [-4.4302, 2.0659, 1.8662], [-3.5494, 1.5630, 0.7303], [-5.0133, 1.8451, -1.6237], [-4.9021, 0.9587, -2.0010], [-5.7554, 1.7486, -1.0125], [0.0577, 8.9131, -0.8018], [0.7159, 9.4075, -1.3058], [0.1952, 7.9969, -1.0752], [-6.3337, 3.7312, -3.5247], [-6.0781, 3.1632, -2.7824], [-7.2751, 3.8904, -3.3854], [-6.1801, -2.8478, -3.2816], [-6.9529, -2.4766, -3.7236], [-5.6133, -2.0800, -3.1151], [-4.8836, -3.1028, 4.3028], [-4.6393, -3.6655, 5.0493], [-5.8231, -2.9293, 4.4394], [2.4327, 7.9920, -2.1949], [3.1449, 7.6107, -2.7226], [2.5489, 7.5950, -1.3218], [-1.5601, 7.8515, 1.9976], [-1.8811, 8.6646, 2.4050], [-0.9968, 8.1580, 1.2713], [-0.8292, 5.8376, 4.7556], [-0.0398, 6.3915, 4.7527], [-0.8799, 5.4975, 3.8504], [-3.5335, -2.5993, 7.1665], [-3.2693, -1.7720, 7.5860], [-3.1427, -2.5487, 6.2811], [8.8495, -11.2109, -0.1018], [9.1004, -11.7813, 0.6348], [7.9081, -11.0459, 0.0402], [-0.1543, -2.7915, -5.3691], [-1.0187, -2.4171, -5.5808], [0.1478, -3.1680, -6.2054]]
}

***

# 2
{
  "formula": "C8H53N2O24",
  "method": "ωB97M-V/def2-TZVPD",
  "relative_energy_kj_mol": 0.0,
  "homo_lumo_gap_ev": 7.88,
  "total_charge": -1,
  "total_energy_ev": -61278.029,
  "elements": ["O", "O", "O", "O", "C", "C", "C", "N", "N", "C", "C", "C", "C", "C", "H", "H", "H", "H", "H", "H", "H", "H", "H", "H", "H", "H", "H", "O", "H", "H", "O", "H", "H", "O", "H", "H", "O", "H", "H", "O", "H", "H", "O", "H", "H", "O", "H", "H", "O", "H", "H", "O", "H", "H", "O", "H", "H", "O", "H", "H", "O", "H", "H", "O", "H", "H", "O", "H", "H", "O", "H", "H", "O", "H", "H", "O", "H", "H", "O", "H", "H", "O", "H", "H", "O", "H", "H"],
  "xyz": [[2.6066, -2.1226, -1.6944], [2.7783, -0.0517, 2.3393], [0.6488, 0.9901, -2.6869], [1.4165, -1.5909, 3.1451], [1.4487, -1.7799, -1.4136], [1.6104, -0.5289, 2.5060], [-0.2367, 0.8470, -1.8107], [-1.4722, 1.2242, -2.0245], [1.3093, -0.6901, -0.6833], [0.2260, -2.5538, -1.9478], [-2.6328, 0.7876, -1.1679], [0.3336, 0.3044, 2.0835], [0.4371, 1.0563, 0.7226], [0.0923, 0.1493, -0.4412], [-1.6266, 1.8655, -2.8004], [2.1825, -0.3276, -0.3616], [-0.4593, -1.8308, -2.3589], [-0.3201, -3.0942, -1.1385], [0.5345, -3.2923, -2.6582], [-2.4720, 1.2709, -0.2084], [-2.4998, -0.2778, -1.0836], [-3.5672, 1.1074, -1.6149], [0.3313, 1.1848, 2.7459], [-0.6310, -0.1736, 2.0833], [1.3929, 1.5617, 0.5985], [-0.2946, 1.9050, 0.8247], [-0.6599, -0.5365, -0.1359], [-0.1481, -1.9084, 5.0523], [-0.4233, -2.8942, 4.8680], [0.6020, -1.7751, 4.3152], [0.6369, 3.8868, -1.0210], [0.1627, 4.0678, -0.1327], [1.6317, 4.0176, -0.8779], [-4.7008, -1.7259, -2.5497], [-5.4919, -1.8687, -3.2352], [-5.1828, -1.4520, -1.7393], [-1.4674, 4.2870, -3.2254], [-0.8763, 4.1784, -2.4063], [-1.0101, 4.0040, -4.0814], [0.1032, -0.5206, -5.0431], [-0.8701, -0.6632, -4.7095], [0.5410, 0.0112, -4.3281], [4.5007, -2.2990, 1.6465], [4.0320, -1.4697, 1.8271], [5.3263, -2.0032, 1.1410], [-1.2806, 0.5690, 5.1498], [-0.9412, -0.4025, 5.1921], [-0.6328, 0.9718, 5.8469], [0.0358, -3.2960, 1.9560], [-0.3015, -3.8956, 2.6840], [0.7029, -2.6218, 2.4731], [-2.5194, -1.0031, -4.4818], [-2.8790, -1.4243, -3.5798], [-3.1780, -0.2933, -4.7388], [2.6082, 2.9524, -3.6678], [2.2845, 3.1447, -4.5802], [1.7659, 2.5773, -3.1906], [2.4420, -3.9361, 4.3449], [2.2752, -2.8969, 4.2584], [2.8898, -4.1925, 3.4404], [-1.0174, 4.6689, 1.1738], [-1.5317, 5.5259, 1.3341], [-0.6260, 4.4060, 2.0799], [-5.6522, 2.3142, -2.7665], [-5.1070, 3.2250, -2.7705], [-5.9563, 2.1394, -1.8016], [3.6694, -4.6174, -1.4397], [2.9233, -4.8952, -0.7766], [3.7037, -3.5855, -1.4364], [4.4002, -0.1447, -1.6130], [3.8235, -0.9581, -1.5461], [4.2751, 0.1560, -2.6173], [-5.6073, -0.4607, -0.1803], [-6.0321, 0.4664, 0.0031], [-5.1776, -0.7398, 0.6895], [-2.8730, 3.0068, 1.8785], [-3.6681, 3.6903, 1.9238], [-2.0840, 3.5313, 1.4772], [4.8484, -0.5556, 4.1419], [3.8816, -0.4441, 3.7767], [5.3926, 0.0542, 3.6653], [5.0280, 1.1969, 1.8852], [4.8944, 2.1565, 1.6125], [4.0809, 0.8257, 2.0431], [-2.3068, -3.1164, 0.3633], [-1.3820, -2.9332, 0.7593], [-3.0138, -2.4419, 0.7155]]
}

***

# 3
{
  "formula": "C8H53NO21SSi",
  "method": "ωB97M-V/def2-TZVPD",
  "relative_energy_kj_mol": 364.3,
  "homo_lumo_gap_ev": 9.28,
  "total_energy_ev": -72352.204,
  "elements": ["C", "Si", "C", "C", "C", "C", "N", "C", "O", "C", "S", "C", "O", "O", "H", "H", "H", "H", "H", "H", "H", "H", "H", "H", "H", "H", "H", "H", "H", "H", "H", "O", "H", "H", "O", "H", "H", "O", "H", "H", "O", "H", "H", "O", "H", "H", "O", "H", "H", "O", "H", "H", "O", "H", "H", "O", "H", "H", "O", "H", "H", "O", "H", "H", "O", "H", "H", "O", "H", "H", "O", "H", "H", "O", "H", "H", "O", "H", "H", "O", "H", "H", "O", "H", "H"],
  "xyz": [[1.4866, -1.3110, -0.2526], [1.8300, 0.1632, -1.4421], [3.0896, 1.3288, -0.5664], [2.7725, -0.5761, -2.9977], [0.2629, 1.0329, -2.1443], [0.6232, 2.6650, -2.0771], [-0.6641, 3.4888, -2.2791], [-1.7615, 2.4627, -1.9797], [-3.0215, 2.7344, -2.3333], [-1.1212, 1.0905, -1.2690], [-2.2479, -0.4018, -1.1705], [-3.6524, -0.4226, -2.4102], [-1.5307, -1.7738, -1.2729], [-2.9018, -0.3652, 0.2584], [2.5109, -1.6821, 0.2218], [1.0401, -2.2207, -0.8704], [0.6854, -1.0028, 0.5493], [2.5411, 1.7665, 0.3966], [3.5464, 2.1706, -1.2461], [3.9449, 0.6215, -0.1264], [2.0630, -1.2813, -3.6259], [3.7858, -1.0894, -2.7066], [3.0040, 0.3516, -3.6791], [0.0080, 0.6488, -3.2266], [1.4827, 3.0628, -2.7757], [0.9744, 3.0944, -1.0243], [-0.7054, 4.0409, -1.3716], [-0.9190, 1.4844, -0.1834], [-4.3786, 0.4948, -2.3607], [-3.1470, -0.5605, -3.4829], [-4.2420, -1.4437, -2.2288], [4.2035, -1.7946, 1.2356], [4.1319, -2.0061, 2.1786], [4.9289, -2.3563, 0.9241], [-0.0848, 0.6709, 1.9532], [-0.0557, 1.6017, 2.2211], [-0.9951, 0.5440, 1.6463], [-1.8992, -0.8474, 3.6888], [-2.0445, -0.8345, 2.7308], [-2.5920, -1.4367, 4.0227], [2.6200, 2.8849, -4.8225], [1.8656, 3.4763, -4.9646], [3.3787, 3.3903, -5.1506], [2.6935, -2.3124, 3.7568], [1.9543, -2.5481, 3.1762], [2.3165, -2.3625, 4.6479], [-3.0992, 2.8714, 0.6640], [-3.2445, 2.8844, -0.2940], [-3.7920, 2.2821, 0.9979], [-0.9065, 3.7603, 2.4647], [-1.6457, 3.5245, 1.8841], [-1.2835, 3.7102, 3.3558], [-0.3800, 0.2763, -5.3982], [-1.1344, 0.8678, -5.5403], [0.3787, 0.7817, -5.7262], [0.5973, -4.3667, 3.3453], [1.2287, -5.0700, 3.5592], [-0.2616, -4.7394, 3.5945], [4.8103, -1.5755, -4.6941], [5.6404, -1.2347, -5.0602], [4.6136, -2.3503, -5.2416], [-0.4392, 4.0434, 5.4765], [0.3310, 4.6148, 5.3376], [-0.1274, 3.1632, 5.2179], [0.3866, 2.0001, 7.9222], [0.2282, 2.2696, 8.8394], [0.0495, 2.7424, 7.3986], [-6.0520, -1.0870, -3.9194], [-6.7930, -1.2777, -3.3248], [-6.2907, -0.2411, -4.3270], [-5.2537, -2.6487, 0.5895], [-4.4834, -2.0773, 0.4507], [-4.9419, -3.5288, 0.3310], [-3.1686, -0.3217, 6.5146], [-2.4828, 0.2542, 6.8847], [-2.7275, -0.7654, 5.7747], [1.4336, -3.4131, -5.3039], [0.6926, -3.6039, -4.7093], [1.1949, -2.5672, -5.7115], [1.2722, -5.8143, 0.3766], [1.1137, -5.5448, 1.2938], [0.9351, -5.0720, -0.1470], [2.6873, 0.9139, 3.5730], [1.8217, 0.9295, 3.1376], [3.3120, 0.7682, 2.8469]]
}

***

# 4
{
  "formula": "C8H5Cl2O4",
  "method": "ωB97M-V/def2-TZVPD",
  "spin_multiplicity": 3,
  "homo_lumo_gap_ev": [4.32, 4.53],
  "total_charge": -1,
  "s2": 2.0402,
  "total_energy_ev": -41607.805,
  "elements": ["C", "C", "C", "C", "C", "C", "C", "C", "O", "O", "O", "O", "Cl", "Cl", "H", "H", "H", "H", "H"],
  "xyz": [[-2.0875, -0.8246, -0.2966], [-1.6153, 0.1781, -1.1232], [-1.3135, -1.4030, 0.6856], [-0.4663, 0.7515, -0.7104], [-0.1111, -0.8436, 1.1178], [0.2232, 0.3792, 0.4752], [2.3750, -0.8029, -1.8179], [1.3259, 1.1338, 0.9062], [2.2941, -1.1861, -2.9049], [2.6160, 0.0292, -1.0108], [-0.5980, 2.3693, 1.9869], [2.2935, 1.6561, 1.1959], [1.4075, -2.2343, -0.5715], [-0.0385, 3.7309, 2.7644], [-2.8812, -1.5669, -0.6121], [-2.1344, 0.5112, -2.0476], [-1.6567, -2.2889, 1.2084], [-0.0072, 1.5760, -1.1766], [0.3747, -1.1650, 1.9312]]
}